# 1
{"formula": "C27H69F3N2O19S6", "method": "ωB97M-V/def2-TZVPD", "gap_ev": 6.97, "energy_ev": -144158.466, "multiplicity": 1, "e_homo_ev": -6.87, "largest_force_ev_per_a": 3.427, "lumo_energy_ev": 0.10, "elements": ["S", "S", "S", "S", "S", "S", "F", "F", "F", "O", "O", "O", "O", "O", "O", "O", "O", "O", "O", "O", "O", "O", "O", "O", "O", "O", "O", "O", "N", "N", "C", "C", "C", "C", "C", "C", "C", "C", "C", "C", "C", "C", "C", "C", "C", "C", "C", "C", "C", "C", "C", "C", "C", "C", "C", "C", "C", "H", "H", "H", "H", "H", "H", "H", "H", "H", "H", "H", "H", "H", "H", "H", "H", "H", "H", "H", "H", "H", "H", "H", "H", "H", "H", "H", "H", "H", "H", "H", "H", "H", "H", "H", "H", "H", "H", "H", "H", "H", "H", "H", "H", "H", "H", "H", "H", "H", "H", "H", "H", "H", "H", "H", "H", "H", "H", "H", "H", "H", "H", "H", "H", "H", "H", "H", "H", "H"], "coordinates": [[3.71, 0.09, -1.73], [3.02, 5.14, -4.12], [-0.25, 0.23, -4.61], [1.62, 2.26, 1.85], [-0.76, -3.55, -1.66], [3.19, -3.86, 4.84], [1.86, -3.60, -2.16], [0.75, -5.25, -2.96], [1.12, -5.19, -0.77], [-0.52, 0.61, -3.21], [2.31, -4.59, 5.75], [0.26, 1.21, -5.55], [4.53, -1.27, -1.13], [4.10, 4.54, -3.35], [2.43, 0.07, -1.00], [3.11, 6.50, -4.67], [-0.48, -2.30, -0.94], [1.20, 0.92, 2.28], [-1.32, -3.26, -2.98], [3.05, 2.50, 2.63], [3.77, 0.02, -3.20], [2.25, -3.20, 3.58], [4.39, -4.46, 4.27], [1.78, 2.54, 0.41], [1.66, 5.13, -3.13], [-1.54, -4.57, -0.89], [-2.08, 1.60, 0.98], [-1.67, -0.45, -5.16], [-4.72, -1.65, 2.74], [-0.22, 0.17, -0.50], [0.90, -1.20, -4.51], [4.17, 4.36, 3.60], [0.63, 3.70, 2.66], [-2.43, -1.88, 1.93], [0.90, -4.46, -1.88], [-7.09, -1.90, 3.65], [3.65, -2.28, 5.59], [-3.21, 2.71, -0.81], [2.97, -2.61, 2.51], [5.92, -1.51, -1.46], [-7.96, -2.44, 4.84], [-1.57, -1.31, -6.28], [-5.61, -1.72, 4.04], [-3.22, -1.43, 3.14], [1.95, -2.45, 1.29], [-0.08, 3.81, -2.13], [-2.92, -1.19, -7.01], [-5.17, -0.51, 1.85], [2.37, 3.88, -5.37], [4.87, 1.43, -1.09], [6.36, -2.97, -1.59], [-4.64, -3.03, 1.98], [-3.24, -3.03, 1.35], [-2.59, 2.86, 0.56], [-3.55, 3.61, 1.56], [3.72, 3.68, 2.30], [1.42, 4.03, -2.24], [-8.08, -1.74, 5.67], [-7.64, -3.38, 5.29], [-0.68, 4.71, -1.94], [1.30, 4.02, -5.51], [-3.08, -2.10, 3.98], [6.56, -1.06, -0.70], [-7.15, -2.48, 2.72], [-3.76, -1.45, -6.36], [3.24, -1.61, 2.85], [4.77, 5.26, 3.54], [-5.42, 0.42, 2.35], [1.75, -3.45, 0.91], [-0.69, -1.09, -6.89], [-1.42, -2.17, 2.21], [-8.97, -2.50, 4.43], [4.52, 2.38, -1.49], [1.92, 3.14, -2.62], [4.95, 1.45, 0.00], [-1.83, 3.63, 0.46], [3.05, 4.44, 1.91], [-2.33, -1.08, 1.19], [-3.60, 3.69, -1.11], [1.11, -1.87, 1.69], [3.09, 3.90, -6.19], [-0.39, -0.81, -0.69], [-4.69, -3.83, 2.71], [-4.07, 2.04, -0.85], [4.79, 3.70, 4.22], [-5.44, -3.22, 1.27], [-0.44, 3.50, 2.68], [4.35, -2.65, 6.34], [4.47, 3.42, 1.56], [3.88, -3.13, 2.20], [-5.23, -2.50, 4.70], [-3.96, 4.53, 1.13], [-2.52, 2.36, -1.57], [-0.84, 0.61, 0.16], [1.05, 3.95, 3.63], [-4.45, -0.31, 1.06], [5.71, -3.43, -2.33], [-0.20, 3.15, -1.27], [1.85, 4.26, -1.26], [-3.11, -0.38, 3.40], [-0.33, 0.65, -1.39], [-1.51, -2.29, -5.81], [-3.31, -3.08, 0.27], [-4.38, 2.94, 1.75], [6.23, -3.48, -0.63], [-6.13, -0.82, 1.43], [4.00, -1.59, 4.83], [6.04, -1.05, -2.44], [2.76, -1.87, 6.07], [5.86, 1.16, -1.47], [0.48, -1.96, -3.85], [7.39, -3.05, -1.92], [-3.09, -1.70, -7.95], [-2.68, -3.94, 1.53], [-0.52, 3.33, -3.00], [1.90, -0.83, -4.30], [3.25, 4.59, 4.14], [2.55, 2.91, -4.90], [-3.04, -0.10, -7.09], [-2.97, 3.91, 2.44], [-5.47, -0.75, 4.52], [0.73, 0.15, -0.18], [0.93, -1.65, -5.50], [2.45, -1.85, 0.53], [0.79, 4.49, 1.93], [-7.40, -0.89, 3.41]], "mulliken_charge": [0.835, 1.069, 0.999, 0.757, 0.956, 1.116, -0.178, -0.255, -0.226, -1.128, -0.600, -0.684, -0.139, -0.563, -0.343, -0.612, -1.076, -0.544, -0.676, -0.184, -0.714, -0.255, -0.602, -0.093, -0.509, -0.688, -0.872, -0.195, 0.291, 2.465, -0.363, -1.229, -1.085, 0.883, 0.602, -0.290, -0.843, -1.249, -0.655, -0.227, -1.365, -0.134, -0.846, -1.035, 0.193, -0.353, -1.311, -1.046, -0.735, -0.962, -1.424, -0.660, -0.689, 0.994, -1.582, -0.147, 0.514, 0.354, 0.369, 0.446, 0.311, 0.411, 0.267, 0.361, 0.308, 0.232, 0.385, 0.389, 0.220, 0.437, 0.363, 0.364, 0.279, -0.028, 0.154, -0.105, 0.267, -0.644, 0.427, -0.152, 0.471, 0.394, 0.289, 0.320, 0.312, 0.397, 0.234, 0.375, 0.266, 0.481, 0.457, 0.409, -0.012, 0.042, 0.430, 0.371, 0.339, -0.331, 0.071, 0.502, -0.085, 0.204, 0.285, 0.259, 0.324, 0.363, 0.282, 0.437, 0.299, 0.561, -0.093, 0.378, 0.380, 0.264, 0.157, 0.114, 0.209, 0.138, 0.309, 0.291, 0.462, -0.158, 0.513, -0.116, 0.353, 0.332]}

***

# 2
{"formula": "C27H69N3O9", "method": "ωB97M-V/def2-TZVPD", "gap_ev": 8.82, "energy_ev": -52009.544, "multiplicity": 1, "smiles": "COCCNCCOC.COCCNCCOC.COCCNCCOC.CC(C)O.CC(C)O.CC(C)O", "e_homo_ev": -8.43, "largest_force_ev_per_a": 2.681, "lumo_energy_ev": 0.39, "elements": ["O", "O", "O", "O", "O", "O", "O", "O", "O", "N", "N", "N", "C", "C", "C", "C", "C", "C", "C", "C", "C", "C", "C", "C", "C", "C", "C", "C", "C", "C", "C", "C", "C", "C", "C", "C", "C", "C", "C", "H", "H", "H", "H", "H", "H", "H", "H", "H", "H", "H", "H", "H", "H", "H", "H", "H", "H", "H", "H", "H", "H", "H", "H", "H", "H", "H", "H", "H", "H", "H", "H", "H", "H", "H", "H", "H", "H", "H", "H", "H", "H", "H", "H", "H", "H", "H", "H", "H", "H", "H", "H", "H", "H", "H", "H", "H", "H", "H", "H", "H", "H", "H", "H", "H", "H", "H", "H", "H"], "coordinates": [[-2.69, -0.24, -6.45], [5.20, 1.53, 2.07], [1.10, 3.81, 1.94], [-0.57, 0.19, -1.03], [9.78, 2.95, 2.95], [-3.70, -3.32, 2.67], [0.58, -0.97, -5.90], [-2.95, -1.75, -1.32], [-7.43, -0.99, 3.07], [-0.60, 1.47, -5.45], [-6.25, -4.52, 3.52], [7.90, 1.21, 4.56], [-3.55, -0.70, -7.47], [10.07, 2.41, 4.20], [-2.96, 1.10, -6.07], [10.72, 3.90, 2.50], [-4.02, -4.66, 2.42], [5.72, 1.25, 3.37], [-5.53, -4.91, 2.31], [2.21, 4.84, 0.04], [7.19, 1.67, 3.40], [-0.50, -0.01, 0.38], [0.40, -0.65, -4.54], [-4.17, -3.67, -2.12], [-1.75, 0.68, 0.97], [-2.87, -3.19, -1.47], [-1.60, -3.42, -2.25], [1.33, 5.02, 1.27], [0.76, 0.62, 0.95], [-7.06, -3.28, 3.41], [0.05, 5.79, 0.98], [-6.36, -1.97, 3.12], [9.34, 1.07, 4.43], [-6.92, 0.25, 2.67], [0.12, -2.27, -6.27], [3.91, 0.94, 1.92], [0.31, 0.87, -4.44], [-1.98, 1.48, -4.97], [-2.38, -2.96, 2.36], [2.32, 5.70, -0.62], [0.47, 1.15, 1.87], [7.67, 1.24, 2.50], [-2.67, 0.33, 0.50], [-3.21, -1.71, -7.69], [-5.07, -3.42, -1.56], [-3.54, -4.95, 1.47], [-6.05, -4.44, 1.47], [-0.52, -1.09, 0.60], [1.02, -2.89, -6.24], [0.69, 3.19, 1.32], [-7.48, -3.16, 4.41], [10.58, 4.82, 3.06], [-0.66, -2.75, -5.68], [1.32, -0.95, -4.00], [5.10, 1.80, 4.07], [-4.19, -3.21, -3.11], [-0.26, -2.19, -7.29], [-1.55, -2.88, -3.19], [-3.84, -1.45, -1.13], [-1.84, 0.42, 2.03], [0.17, 6.86, 0.88], [-7.73, 0.90, 2.34], [10.64, 4.10, 1.43], [-5.77, -4.64, 4.40], [11.74, 3.52, 2.62], [-2.15, 0.73, -4.18], [-0.48, 0.85, -6.24], [-0.52, 5.50, 0.09], [3.32, 1.40, 2.73], [-0.62, 5.55, 1.81], [-6.28, 0.29, 1.77], [0.17, 1.40, -3.50], [-1.59, -3.62, 2.74], [-0.72, -3.22, -1.64], [11.14, 2.20, 4.32], [-2.25, -2.83, 1.28], [-1.50, -4.44, -2.65], [-5.65, -1.68, 3.89], [5.75, 0.16, 3.50], [1.48, -0.14, 1.25], [-1.60, 1.74, 0.75], [-2.17, -1.97, 2.78], [7.64, 0.31, 4.96], [9.66, 0.36, 3.64], [9.74, 3.05, 5.02], [-5.72, -5.96, 2.06], [3.91, -0.14, 1.99], [-5.92, -1.96, 2.12], [-2.98, -3.54, -0.44], [-3.54, -0.02, -8.33], [3.51, 1.38, 1.02], [1.81, 4.04, -0.59], [-2.82, 1.67, -7.00], [-3.58, -5.36, 3.13], [1.30, 1.24, -4.76], [9.78, 0.63, 5.32], [-4.58, -0.77, -7.08], [-1.44, -0.07, -1.34], [-0.50, -1.10, -4.10], [-6.49, 0.81, 3.51], [1.30, 1.34, 0.34], [1.88, 5.65, 1.98], [-4.01, 1.22, -5.79], [-4.06, -4.76, -2.14], [-2.15, 2.47, -4.54], [7.34, 2.72, 3.18], [3.20, 4.46, 0.32], [-7.86, -3.45, 2.69]], "mulliken_charge": [-0.084, -0.332, -0.484, -0.311, -0.240, -0.193, -0.423, -0.224, -0.392, -0.475, -0.241, -0.364, -0.849, -0.539, -0.991, -0.776, -0.376, -0.486, -0.707, -1.070, -0.419, 1.151, 0.612, -1.696, -1.633, 2.066, -1.036, 0.536, -1.311, -0.930, -1.414, 0.211, -0.800, -0.721, -0.669, -0.789, -1.188, 0.045, -0.285, 0.391, 0.411, 0.264, 0.444, 0.215, 0.399, 0.295, 0.241, -0.120, 0.316, 0.217, 0.362, 0.298, 0.224, 0.546, 0.349, 0.382, 0.246, 0.000, 0.154, 0.354, 0.421, 0.292, 0.251, 0.292, 0.308, -0.123, 0.345, 0.307, 0.394, 0.351, 0.229, 0.525, 0.325, 0.283, 0.454, -0.188, 0.465, 0.262, 0.274, 0.401, 0.404, 0.197, 0.242, 0.384, 0.283, 0.311, 0.316, 0.081, -1.126, 0.325, 0.273, 0.190, 0.411, 0.317, 0.315, 0.437, 0.322, 0.027, -0.514, 0.314, 0.137, 0.281, 0.464, 0.409, 0.404, 0.221, 0.265, 0.283]}